# 1
{
  "formula": "C21H55InN7O5P2",
  "method": "ωB97M-V/def2-TZVPD",
  "symbols": ["C", "C", "O", "O", "C", "O", "C", "In", "C", "C", "C", "C", "C", "N", "H", "H", "H", "H", "H", "H", "H", "H", "H", "H", "H", "H", "H", "H", "H", "H", "H", "H", "H", "O", "P", "N", "C", "C", "N", "C", "C", "N", "C", "C", "H", "H", "H", "H", "H", "H", "H", "H", "H", "H", "H", "H", "H", "H", "H", "H", "H", "H", "O", "P", "N", "C", "C", "N", "C", "C", "N", "C", "C", "H", "H", "H", "H", "H", "H", "H", "H", "H", "H", "H", "H", "H", "H", "H", "H", "H", "H"],
  "xyz": [[2.724, -2.506, -2.512], [2.958, -3.048, -1.121], [3.813, -3.862, -0.906], [2.132, -2.603, -0.139], [2.549, -1.355, 0.513], [3.066, -1.479, 1.584], [2.286, -0.121, -0.215], [0.749, 1.180, 0.829], [-0.695, 2.106, -0.583], [-1.454, 1.078, -1.446], [-2.628, 0.404, -0.725], [-2.303, -1.014, -0.221], [-3.205, -2.067, -0.870], [-3.021, -3.410, -0.307], [3.588, -1.927, -2.830], [1.815, -1.921, -2.588], [2.653, -3.363, -3.181], [2.020, -0.352, -1.242], [3.216, 0.447, -0.206], [1.619, 2.505, 1.647], [-0.144, 0.166, 1.972], [-1.421, 2.665, 0.011], [-0.175, 2.773, -1.272], [-0.773, 0.335, -1.873], [-1.870, 1.631, -2.299], [-3.475, 0.339, -1.417], [-2.975, 1.023, 0.104], [-1.257, -1.267, -0.400], [-2.475, -1.091, 0.855], [-4.238, -1.751, -0.695], [-3.018, -2.069, -1.946], [-2.551, -3.377, 0.590], [-2.447, -3.935, -0.951], [-0.042, 5.006, -3.111], [0.307, 6.444, -3.108], [1.006, 6.751, -4.644], [2.281, 6.139, -4.985], [0.026, 6.536, -5.701], [1.432, 6.561, -1.833], [2.787, 7.037, -1.999], [1.366, 5.503, -0.822], [-0.346, 8.035, -2.865], [-1.765, 8.040, -2.492], [-0.051, 9.137, -3.766], [2.559, 6.442, -5.998], [2.257, 5.042, -4.948], [3.074, 6.490, -4.334], [-0.888, 7.100, -5.493], [-0.250, 5.480, -5.802], [0.421, 6.894, -6.654], [3.451, 6.273, -2.422], [3.194, 7.327, -1.027], [2.827, 7.929, -2.629], [1.891, 4.591, -1.126], [0.339, 5.230, -0.599], [1.814, 5.868, 0.104], [-2.425, 7.795, -3.335], [-2.052, 9.020, -2.106], [-1.947, 7.310, -1.701], [-0.582, 9.086, -4.725], [1.012, 9.211, -3.968], [-0.357, 10.057, -3.259], [-1.219, -4.239, 3.098], [-1.053, -5.599, 3.692], [-0.365, -5.314, 5.233], [0.927, -4.644, 5.321], [-1.338, -4.693, 6.123], [0.041, -6.217, 2.506], [1.399, -6.620, 2.798], [-0.051, -5.610, 1.181], [-1.565, -7.251, 4.051], [-2.989, -7.507, 3.804], [-1.133, -7.940, 5.256], [1.199, -4.546, 6.375], [0.929, -3.645, 4.869], [1.709, -5.236, 4.856], [-2.266, -5.276, 6.139], [-1.591, -3.672, 5.814], [-0.950, -4.670, 7.143], [2.079, -5.764, 2.885], [1.775, -7.260, 1.994], [1.455, -7.213, 3.714], [0.488, -4.656, 1.122], [-1.088, -5.422, 0.912], [0.366, -6.290, 0.434], [-3.641, -7.041, 4.555], [-3.186, -8.580, 3.798], [-3.273, -7.114, 2.824], [-1.636, -7.600, 6.172], [-0.062, -7.850, 5.403], [-1.363, -9.000, 5.116]],
  "charge": -1,
  "homo_energy_ev": -4.5323,
  "lumo_energy_ev": 2.2648,
  "e_tot_ev": -67087.0631
}

=====

# 2
{
  "formula": "C3H6F2S",
  "method": "ωB97M-V/def2-TZVPD",
  "symbols": ["C", "C", "C", "F", "F", "S", "H", "H", "H", "H", "H", "H"],
  "xyz": [[-0.533, 1.252, 0.450], [-0.736, -0.948, -0.706], [-0.395, -0.194, 0.519], [-0.501, -2.292, -0.500], [-0.349, -0.765, 1.788], [2.608, 0.161, -0.214], [-0.256, 1.506, -0.533], [-1.579, 1.735, 0.713], [0.124, 1.605, 1.143], [0.008, -0.525, -1.449], [-1.832, -0.759, -0.952], [3.442, -0.777, -0.258]],
  "charge": 0,
  "homo_energy_ev": [-9.4350, -8.1520],
  "lumo_energy_ev": [-0.1990, -2.1624],
  "de_lowest_kj_mol": 369.2,
  "e_tot_ev": -19474.6817
}

=====

# 3
{
  "formula": "C42H41NO4P2Pb",
  "method": "ωB97M-V/def2-TZVPD",
  "symbols": ["Pb", "C", "C", "C", "C", "C", "C", "C", "C", "C", "H", "H", "H", "H", "H", "H", "H", "H", "H", "H", "H", "H", "H", "H", "H", "P", "P", "C", "C", "C", "C", "C", "C", "C", "C", "C", "C", "C", "C", "C", "C", "C", "C", "C", "C", "C", "C", "C", "C", "C", "C", "C", "C", "H", "H", "H", "H", "H", "H", "H", "H", "H", "H", "H", "H", "H", "H", "H", "H", "H", "H", "H", "H", "H", "H", "O", "C", "O", "C", "C", "C", "C", "C", "C", "N", "O", "O", "H", "H", "H", "H"],
  "xyz": [[-0.536, 2.950, -2.241], [-1.964, 1.728, -3.701], [-1.896, 0.356, -3.459], [-0.914, -0.571, -4.066], [0.492, 0.078, -4.136], [0.747, 1.331, -3.323], [0.929, 2.607, -3.933], [-0.148, 3.198, -4.875], [-1.436, 2.331, -5.029], [2.196, 0.223, 1.950], [-2.866, 2.209, -3.290], [-2.729, -0.153, -2.959], [-1.205, -0.868, -5.092], [-0.875, -1.541, -3.538], [1.274, -0.655, -3.885], [0.645, 0.371, -5.177], [0.947, 1.079, -2.243], [1.804, 3.215, -3.720], [0.256, 3.618, -5.818], [-0.544, 4.155, -4.400], [-2.231, 2.991, -5.442], [-1.295, 1.544, -5.794], [1.412, 0.973, 2.061], [3.102, 0.599, 2.452], [1.844, -0.706, 2.408], [-1.564, -1.112, 0.387], [2.527, -0.164, 0.245], [-0.117, -0.884, -0.641], [1.240, -1.121, -0.483], [-2.384, -2.682, 0.452], [-2.662, -3.339, -0.763], [-3.558, -4.404, -0.795], [-4.147, -4.850, 0.391], [-3.836, -4.233, 1.606], [-2.962, -3.146, 1.641], [-2.883, 0.043, -0.140], [-2.444, 1.228, -0.742], [-3.342, 2.286, -0.949], [-4.719, 2.105, -0.771], [-5.193, 0.878, -0.327], [-4.284, -0.121, 0.044], [4.007, -1.268, 0.301], [3.852, -2.610, 0.711], [4.972, -3.401, 0.990], [6.264, -2.912, 0.822], [6.425, -1.603, 0.380], [5.320, -0.785, 0.130], [3.077, 1.394, -0.477], [2.787, 2.617, 0.153], [3.113, 3.819, -0.461], [3.766, 3.784, -1.708], [4.107, 2.573, -2.334], [3.777, 1.386, -1.690], [-0.420, -0.688, -1.690], [1.684, -1.997, -1.022], [-2.203, -2.995, -1.688], [-3.813, -4.879, -1.744], [-4.836, -5.695, 0.378], [-4.286, -4.579, 2.536], [-2.755, -2.643, 2.585], [-1.362, 1.272, -0.984], [-2.951, 3.283, -1.238], [-5.375, 2.932, -0.930], [-6.276, 0.710, -0.233], [-4.652, -1.041, 0.500], [2.845, -3.023, 0.832], [4.818, -4.411, 1.351], [7.119, -3.539, 1.058], [7.427, -1.213, 0.248], [5.504, 0.245, -0.189], [2.296, 2.629, 1.122], [2.843, 4.780, 0.010], [4.000, 4.724, -2.215], [4.599, 2.555, -3.322], [4.012, 0.437, -2.151], [-1.036, 1.510, 2.146], [-1.084, 0.430, 2.670], [-1.129, -0.786, 1.936], [-1.023, 0.162, 4.134], [-0.715, -1.107, 4.649], [-0.711, -1.331, 6.018], [-1.023, -0.282, 6.903], [-1.344, 1.001, 6.395], [-1.326, 1.216, 5.018], [-0.964, -0.564, 8.308], [-0.647, -1.734, 8.640], [-1.234, 0.337, 9.134], [-0.489, -1.924, 3.974], [-0.475, -2.316, 6.417], [-1.601, 1.789, 7.103], [-1.563, 2.198, 4.622]],
  "charge": 0,
  "homo_energy_ev": -4.7164,
  "lumo_energy_ev": -1.5862,
  "de_lowest_kj_mol": 10.8,
  "e_tot_ev": -77712.7482
}

=====

Q: charge of number 1 (C21H55InN7O5P2)?
A: -1

=====

Q: The lowest charge belongs to which entry?
A: C21H55InN7O5P2